# 1
Entry from OMol25: one molecule with the formula C5H7NO (ωB97M-V/def2-TZVPD).

Calculated values
F_max ... 0.6 eV/A
Frontier orbital gap ... 10.43 eV
SMILES string ... C[C@]12N[C@H]1CC2=O

Bonds (Å) are listed after each position.
CARTESIAN COORDINATES (ANGSTROEM)
1 C -1.92820 -0.09078 0.07938  C2 1.496, H8 1.094, H9 1.094, H10 1.095
2 C -0.43863 -0.21376 0.01922  C1 1.496, N3 1.460, C4 1.523, C6 1.503
3 N 0.24703 -1.02911 1.01779  C2 1.460, C4 1.433, H11 1.017
4 C 0.70155 0.32260 0.87537  C2 1.523, N3 1.433, C5 1.531, H12 1.084
5 C 1.67443 0.41223 -0.30296  C4 1.531, C6 1.543, H13 1.094, H14 1.092
6 C 0.43677 0.08869 -1.16510  C2 1.503, C5 1.543, O7 1.205
7 O 0.16659 0.34469 -2.31091  C6 1.205
8 H -2.28059 0.75972 -0.51122  C1 1.094
9 H -2.25159 0.02388 1.11772  C1 1.094
10 H -2.38965 -1.00093 -0.31861  C1 1.095
11 H 0.90031 -1.70232 0.62433  N3 1.017
12 H 0.59060 1.02982 1.68977  C4 1.084
13 H 2.47422 -0.33416 -0.26912  C5 1.094
14 H 2.09716 1.38944 -0.54566  C5 1.092

# 2
Entry from OMol25: a 2-piece molecular cluster, CHN2OS overall in a non-equilibrium geometry (ωB97M-V/def2-TZVPD).

Calculated values
F_max ... 4.0 eV/A
Frontier orbital gap (spin up / spin down) ... 6.83 / 2.74 eV
Net charge ... -1

Bonds (Å) are listed after each position.
CARTESIAN COORDINATES (ANGSTROEM)
1 C -1.90276 0.55382 -0.35078  N2 1.158, N3 1.259
2 N -2.06703 1.69736 -0.42865  C1 1.158
3 N -1.27167 -0.53556 -0.31788  C1 1.259, O4 1.270
4 O -1.70476 -1.70704 -0.08790  N3 1.270
5 S 3.69940 -0.51282 0.21827  H6 1.342
6 H 3.24682 0.50423 0.96694  S5 1.342